Molecular formula: C3H4AgCl2O7P
Method: DFT, ωB97M-V/def2-TZVPD

```
18
Properties=species:S:1:pos:R:3:forces:R:3:mulliken_spin:R:1
O 3.385442 4.860560 -17.777496 0.8644 -2.7788 1.1877 0.609
H 3.455357 10.319668 -16.149719 0.2315 0.2887 0.1026 0.001
H 2.752958 8.890445 -15.558727 0.1917 -0.5023 0.4270 0.000
Ag 4.278033 6.790473 -18.121970 0.5127 0.7156 -0.5008 0.204
H 3.116915 10.688427 -13.719955 -0.3652 -0.1176 -0.3096 0.000
O 5.530402 6.495127 -19.968227 -2.1979 2.8367 -3.9653 0.437
O 2.299227 6.209740 -19.292015 -2.1121 0.5086 -0.6708 0.063
C 6.377301 5.817424 -19.376140 -1.3465 -3.3118 -1.1391 -0.045
O 6.765268 4.727922 -19.724024 2.5185 -2.0229 -2.1182 0.132
O 2.483522 6.799753 -16.896559 -1.4188 0.3461 0.7416 0.204
H 4.760973 10.777260 -14.126537 0.4778 -0.5669 0.1250 0.000
Cl 5.033325 8.618042 -16.055802 0.4919 0.0366 0.0770 0.000
O 0.748090 4.799953 -17.512573 2.8990 2.1411 -0.9097 0.063
O 6.406681 6.158563 -18.217296 2.1347 2.2099 6.9732 0.377
Cl 4.118852 8.844498 -12.819112 0.3647 -0.0983 0.0628 0.000
C 3.932863 10.069309 -14.092801 -0.7093 0.9424 0.4139 0.001
C 3.643040 9.509317 -15.445316 -0.4921 0.0678 -0.7526 -0.002
P 2.021375 5.651109 -17.890958 -2.0451 -0.6951 0.2553 -0.043
```
Positions in Å, forces in eV/Å.

Results
* HOMO level (spin up / spin down): -0.041 / -0.024 Ha
* 2S+1: 3
* E: -55840.50924 eV
* molecular weight: 361.8 g mol⁻¹
* net charge: -2
* F_max: 7.62 eV/Å